Record 1
Computed, not measured: 2 unconnected molecules or ions with the total composition C6H16NOP at a distorted geometry, with wB97M-V/def2-TZVPD.

Each line ends with the Mulliken charge.
Element x y z (Å)
C1 -1.58267 -1.71912 0.16812  -1.317
C2 0.41543 -2.05078 1.76259  -1.505
C3 1.54747 1.84769 -0.54791  -1.466
C4 -0.19413 0.74967 -1.87329  -1.027
C5 -0.09335 -1.36168 0.50280  0.307
C6 0.84517 0.54004 -0.79038  0.226
N1 0.13423 0.03473 0.44858  0.358
O1 -1.03576 0.61928 2.77130  -0.590
P1 -0.66516 1.19958 1.43965  0.124
H1 -1.85171 -2.50748 1.01170  0.404
H2 -2.24964 -0.91601 0.46750  0.304
H3 -1.70402 -2.19840 -0.82996  0.321
H4 0.55262 -3.15214 1.56831  0.396
H5 -0.20864 -1.99635 2.63847  0.352
H6 1.40843 -1.65696 2.02960  0.367
H7 2.15363 2.09415 -1.53592  0.351
H8 0.71868 2.61106 -0.38637  0.441
H9 2.32476 1.66996 0.27303  0.294
H10 -0.59515 1.75057 -2.12218  0.304
H11 -1.02866 0.10171 -1.53486  0.282
H12 0.10700 0.41883 -2.96387  0.273
H13 0.38636 -1.85362 -0.28885  0.300
H14 1.46454 -0.24826 -1.23449  0.401
H15 -0.10011 2.43718 1.58897  0.108
H16 -2.44787 1.99024 0.04606  -0.010

Values from the calculation:
Kohn-Sham gap (alpha / beta)	8.2015 / 8.2026	eV
relative energy (zero: lowest compared OMol25 entry of this formula, charge and spin)	4.409	eV
E_tot	-709.40566	Ha
HOMO level (alpha / beta)	-8.57 / -8.57	eV
M	149.17	g/mol

=====

Record 2
Computed, not measured: a single C20H27N5O7S molecule at a distorted geometry, with wB97M-V/def2-TZVPD.

Each line ends with the Mulliken charge.
Element x y z (Å)
C1 -3.94423 4.51199 -1.98922  -1.314
C2 -2.82277 3.48544 -2.06462  -0.148
H1 -2.20645 3.63551 -2.95375  0.376
H2 -2.19080 3.53604 -1.17321  0.242
O1 -3.32262 2.15511 -2.19361  -0.339
C3 -3.74825 1.58217 -1.05070  0.666
O2 -3.83284 2.14296 0.01217  -0.655
N1 -4.18548 0.30242 -1.25496  0.209
C4 -4.01019 -0.38321 -2.50998  -1.245
H3 -4.82866 -1.10330 -2.61229  0.387
H4 -4.07329 0.33733 -3.32396  0.440
C5 -2.64784 -1.09354 -2.54977  -0.301
N2 -2.36577 -1.67126 -1.24875  0.148
C6 -1.13232 -1.77051 -0.72667  0.710
O3 -0.92008 -2.14209 0.41550  -0.690
C7 0.04343 -1.55271 -1.68263  -1.181
N3 0.23255 -0.16705 -2.05599  0.360
S1 0.00525 0.93458 -0.80921  1.341
O4 0.45064 2.20444 -1.29827  -0.809
O5 -1.36004 0.80763 -0.40435  -0.338
C8 1.03606 0.39154 0.54813  0.019
C9 2.39742 0.29983 0.39639  -0.505
C10 3.17548 -0.20030 1.44006  -0.194
C11 2.57514 -0.58904 2.64790  0.819
C12 1.18539 -0.46428 2.78244  -0.720
C13 0.42760 0.01301 1.73612  -0.975
H5 -0.64340 0.09889 1.81421  0.542
H6 0.69413 -0.75028 3.69613  0.436
N4 3.36412 -1.07612 3.66190  -0.189
C14 4.73664 -1.19621 3.54940  0.621
O6 5.42026 -1.61653 4.45535  -0.656
N5 5.30201 -0.81795 2.34694  -0.036
C15 4.62112 -0.33148 1.24547  0.854
O7 5.19373 -0.05313 0.21342  -0.688
C16 6.74488 -0.96980 2.25968  -1.141
H7 7.01559 -2.01473 2.40768  0.324
H8 7.22441 -0.37259 3.03431  0.319
H9 7.05235 -0.63304 1.27279  0.380
C17 2.77353 -1.49257 4.91873  -1.316
H10 2.27825 -0.65194 5.40525  0.363
H11 3.58261 -1.84927 5.55414  0.382
H12 2.05977 -2.29987 4.75424  0.385
H13 2.89135 0.61497 -0.50898  0.682
C18 1.35971 0.06382 -2.93005  -1.177
H14 1.51662 1.13839 -2.97284  0.367
H15 1.12177 -0.30746 -3.92830  0.315
H16 2.26935 -0.43241 -2.57482  0.381
H17 -0.11866 -2.13634 -2.59579  0.594
H18 0.93626 -1.94651 -1.17180  0.389
C19 -3.51654 -1.89127 -0.39718  -0.936
H19 -3.15777 -2.34246 0.52844  0.416
C20 -4.24356 -0.57214 -0.09857  -0.793
H20 -5.28749 -0.77656 0.16853  0.378
H21 -3.76435 -0.04054 0.72560  0.436
H22 -4.18524 -2.59610 -0.90237  0.356
H23 -1.87785 -0.35834 -2.78549  0.322
H24 -2.65619 -1.87933 -3.31772  0.351
H25 -4.53190 4.34607 -1.09032  0.309
H26 -3.51991 5.51139 -1.95604  0.421
H27 -4.59291 4.42871 -2.85869  0.305

Values from the calculation:
Kohn-Sham gap	9.0524	eV
relative energy (zero: lowest compared OMol25 entry of this formula, charge and spin)	0.938	eV
SMILES	CCOC(=O)N1CCN(C(=O)CN(C)S(=O)(=O)c2ccc3c(c2)c(=O)n(C)c(=O)n3C)CC1
E_tot	-1977.05673	Ha
HOMO level	-8.95	eV
M	481.53	g/mol

=====

Record 3
Computed, not measured: a single C4H8N2O molecule, with wB97M-V/def2-TZVPD.

Each line ends with the Mulliken charge.
Element x y z (Å)
C1 1.37341 -0.59412 0.63224  -1.421
C2 0.10441 -0.24967 -0.10684  1.288
C3 -0.64972 -1.26882 -0.86499  -0.592
N1 -1.17438 -0.74607 0.40200  -0.728
C4 0.09317 1.16240 -0.66439  0.068
O1 0.94096 1.53522 -1.45830  -0.621
N2 -0.91104 1.92557 -0.17605  -0.329
H1 1.43660 -1.66998 0.83032  0.376
H2 2.24028 -0.28567 0.04339  0.346
H3 1.40206 -0.06171 1.59139  0.327
H4 -1.21401 -0.97425 -1.74654  0.256
H5 -0.24440 -2.27811 -0.89549  0.275
H6 -1.01328 -1.41321 1.15374  0.282
H7 -1.59351 1.47655 0.41538  0.234
H8 -1.05497 2.85774 -0.52964  0.240

Values from the calculation:
Kohn-Sham gap	10.5758	eV
relative energy (zero: lowest compared OMol25 entry of this formula, charge and spin)	1.204	eV
SMILES	C[C@@]1(C(N)=O)CN1
E_tot	-341.95941	Ha
HOMO level	-9.57	eV
M	100.12	g/mol

=====

The lowest M belongs to which entry?
C4H8N2O